Entry 1:
The following is a quantum chemistry calculation of a 2-piece molecular cluster, CH4NO3P overall, from OMol25.

Each line ends with the Löwdin charge.
Positions of all 10 atoms, in Å:
H: 0.78974 -3.12812 -0.13238  0.065
O: 0.86299 -1.32442 0.69535  -0.479
P: 2.41873 -0.87259 0.30438  0.797
H: -0.89664 3.21631 -0.07172  0.077
C: -1.48931 2.30866 -0.24242  -0.135
N: 0.12785 -2.42141 0.20737  -0.031
H: -1.88868 2.44095 -1.25810  0.067
O: -1.72503 1.31225 0.41473  -0.009
H: -0.58424 -2.06124 -0.42022  0.082
O: 2.38458 0.52960 0.50302  -0.433

The value obtained for the frontier orbital gap is 9.301 eV. The net charge is 0. Its LUMO energy is -0.236 eV. The value obtained for the maximum force is 3.95 eV Å⁻¹. The HOMO energy is -9.5 eV. As for the spin multiplicity: 1. Its SMILES is NOP=O.C=O.


Entry 2:
The following is a quantum chemistry calculation of CH4NO3P as an isolated structure, from OMol25.

Each line ends with the Löwdin charge.
Positions of all 10 atoms, in Å:
O: -1.73085 -0.77806 0.04662  -0.354
H: -0.28424 -1.66771 -1.70498  0.029
P: -0.22203 0.35328 -1.29168  1.042
O: -0.05446 0.18807 2.19143  -0.005
N: 0.33549 -0.21865 1.14744  -0.193
H: -2.24045 0.02087 0.35070  -0.007
H: 0.83893 1.78486 0.59131  0.058
H: 2.02146 0.58681 0.22477  0.112
C: 0.90345 0.78268 0.19622  -0.360
O: 0.43272 -1.05214 -1.75183  -0.322

The value obtained for the frontier orbital gap is 7.845 eV. The net charge is 0. Its LUMO energy is -0.930 eV. The value obtained for the maximum force is 3.92 eV Å⁻¹. The HOMO energy is -8.8 eV. As for the spin multiplicity: 1.


Entry 3:
The following is a quantum chemistry calculation of CH4NO3S as an isolated structure, from OMol25.

Each line ends with the Löwdin charge.
Positions of all 10 atoms, in Å:
H: 0.72692 -0.67424 2.22683  0.021
O: -1.29049 1.48451 0.00109  -0.415
H: 1.45340 0.72931 2.07970  0.034
O: -1.29719 -0.93912 0.53041  -0.404
H: -0.04881 -0.91544 -2.02286  -0.039
C: -0.85615 -0.21377 -1.96433  -0.281
H: -0.65241 0.60697 -2.66758  -0.014
N: 1.45121 -0.21121 1.74580  -0.125
S: -0.80391 0.13933 -0.30425  0.625
O: 1.31743 -0.00634 0.37519  -0.404

The value obtained for the frontier orbital gap (spin up / spin down) is 7.630 / 7.629 eV. The net charge is -1. Its LUMO energy (spin up / spin down) is 4.079 / 4.080 eV. The value obtained for the maximum force is 2.74 eV Å⁻¹. The HOMO energy (spin up / spin down) is -3.6 / -3.5 eV. As for the spin multiplicity: 1.


Entry 4:
The following is a quantum chemistry calculation of an isolated ion of composition CH4NO3S and charge -1, from OMol25.

Each line ends with the Löwdin charge.
Positions of all 10 atoms, in Å:
O: -1.26445 0.35005 -0.24196  -0.327
H: 1.53218 1.14828 0.92849  -0.004
N: -2.08432 -0.71407 0.10971  -0.023
O: 0.83355 -1.42212 -1.13888  -0.490
H: 1.28112 1.58962 -0.75067  -0.034
H: -1.66138 -0.84431 0.95416  0.005
S: 0.70904 -0.43864 -0.03731  0.543
H: -1.90673 -1.49621 -0.51669  0.074
O: 0.66856 -1.10404 1.31473  -0.503
C: 1.75266 0.89091 -0.12767  -0.242

The value obtained for the frontier orbital gap (spin up / spin down) is 5.271 / 6.045 eV. The net charge is -1. Its LUMO energy (spin up / spin down) is 4.105 / 2.135 eV. The value obtained for the maximum force is 4.91 eV Å⁻¹. The HOMO energy (spin up / spin down) is -1.2 / -3.9 eV. As for the spin multiplicity: 3.


Entry 5:
The following is a quantum chemistry calculation of an isolated molecule of CH4NO5PS, from OMol25.

Each line ends with the Löwdin charge.
Positions of all 13 atoms, in Å:
H: 0.01255 -0.42266 -2.85811  -0.110
O: -0.38485 1.29070 -1.39103  -0.435
C: 0.87754 1.03377 -0.98284  -0.695
O: 0.92083 0.59288 0.30548  -0.050
H: 0.18998 0.45071 2.90735  0.086
S: -1.04797 0.37358 -2.65891  0.867
O: 0.34866 -0.40293 2.49340  -0.103
O: 1.86566 1.25818 -1.59684  0.178
P: -0.07593 -0.51934 0.96050  0.396
H: -1.94243 0.17579 1.79890  0.084
N: 0.01630 -1.92699 0.38665  -0.110
O: -1.51861 0.16555 0.94024  -0.109
H: 0.73826 -2.06922 -0.30479  0.001

The value obtained for the frontier orbital gap is 9.510 eV. The net charge is 0. Its LUMO energy is -0.076 eV. The value obtained for the maximum force is 0.52 eV Å⁻¹. The HOMO energy is -9.6 eV. As for the spin multiplicity: 1. Its SMILES is N=P(O)(O)OC(=O)OS.


Entry 6:
The following is a quantum chemistry calculation of CH4NO5S3 as an isolated structure, from OMol25.

Each line ends with the Löwdin charge.
Positions of all 14 atoms, in Å:
S: 2.48235 3.36405 -1.59222  0.294
O: -0.50107 0.08008 -0.86741  -0.271
H: -0.99853 -1.50434 0.06574  0.057
S: -0.08092 2.62988 0.26196  0.498
H: -0.52441 -0.00399 1.10787  0.084
O: 3.34739 4.17328 -2.39228  -0.321
H: 0.66287 -1.17540 0.40598  0.038
O: 2.24902 4.27201 -0.21897  -0.706
S: 1.62920 3.37822 0.95830  0.515
H: 0.68417 1.57298 -1.62275  0.079
N: 0.41643 1.15557 -0.63026  -0.423
O: 3.01767 2.10583 -1.04601  -0.391
C: -0.27126 -0.79118 0.31407  -0.069
O: 1.19780 3.26995 -2.22169  -0.384

The value obtained for the frontier orbital gap is 8.044 eV. The net charge is -1. Its LUMO energy is 3.255 eV. The value obtained for the maximum force is 5.87 eV Å⁻¹. The HOMO energy is -4.8 eV. As for the spin multiplicity: 1.


Entry 7:
The following is a quantum chemistry calculation of CH4NOPS as an isolated structure, from OMol25.

Each line ends with the Löwdin charge.
Positions of all 9 atoms, in Å:
P: -0.14443 -0.68100 0.73691  0.888
H: 0.87131 0.25173 2.64450  0.052
N: -0.00773 0.30141 2.00448  -0.979
H: 0.61231 0.81831 -2.67112  0.061
S: -1.20016 1.05379 2.93456  0.316
H: -1.39565 -0.27112 0.73012  -0.130
H: 1.01483 -1.07839 -2.64496  0.108
O: -0.29378 -0.26347 -1.42217  -0.262
C: 0.54330 -0.13126 -2.31233  -0.054

The value obtained for the frontier orbital gap (spin up / spin down) is 6.393 / 6.029 eV. The net charge is 0. Its LUMO energy (spin up / spin down) is -1.004 / -1.089 eV. The value obtained for the maximum force is 4.65 eV Å⁻¹. The HOMO energy (spin up / spin down) is -7.4 / -7.1 eV. As for the spin multiplicity: 1.


Entry 8:
The following is a quantum chemistry calculation of a 2-piece molecular cluster, CH4NOPS2 overall, from OMol25.

Each line ends with the Löwdin charge.
Positions of all 10 atoms, in Å:
H: 1.02086 0.51028 1.37083  0.012
O: 1.73147 -2.64322 -1.19749  -0.005
H: -2.05950 -1.63403 0.43584  -0.231
C: 1.42282 -3.59038 -1.71097  -0.014
H: -1.37831 2.91116 0.35211  -0.175
H: 1.46967 1.91186 0.31481  0.039
S: -1.69819 1.96319 -0.62323  0.206
S: -1.22987 -0.83762 1.07774  0.277
N: 0.95635 1.05561 0.49075  -0.345
P: -0.23529 0.35316 -0.51040  0.235

The value obtained for the frontier orbital gap is 9.308 eV. The net charge is 0. Its LUMO energy is 0.623 eV. The value obtained for the maximum force is 2.16 eV Å⁻¹. The HOMO energy is -8.7 eV. As for the spin multiplicity: 1.


Entry 9:
The following is a quantum chemistry calculation of CH4NS3 as an isolated structure, from OMol25.

Each line ends with the Löwdin charge.
Positions of all 9 atoms, in Å:
N: -0.32064 -0.16635 1.07909  0.138
H: 0.06415 -0.90548 1.74586  0.206
H: -1.28702 -0.24624 0.91988  0.113
H: -0.26610 0.78562 1.34916  0.115
S: -0.39586 -1.20277 -1.47262  0.598
S: -0.72641 1.28550 -2.37519  0.288
S: 0.86137 1.41068 -0.98214  0.460
C: 0.56510 -0.20503 -0.22229  -0.997
H: 1.50541 -0.75593 -0.04175  0.079

The value obtained for the frontier orbital gap (spin up / spin down) is 6.677 / 6.303 eV. The net charge is +1. Its LUMO energy (spin up / spin down) is -6.802 / -6.872 eV. The value obtained for the maximum force is 3.32 eV Å⁻¹. The HOMO energy (spin up / spin down) is -13.5 / -13.2 eV. As for the spin multiplicity: 1.


Entry 10:
The following is a quantum chemistry calculation of a 2-piece molecular cluster, CH4O2 overall, from OMol25.

Each line ends with the Löwdin charge.
Positions of all 7 atoms, in Å:
H: 0.51132 -0.55711 -1.13285  0.143
H: -0.16606 -0.22314 0.52129  0.104
O: -1.57569 0.35353 0.17110  -0.203
H: 0.97025 0.90876 -0.21671  0.121
H: -2.50794 0.46407 0.40131  -0.005
C: 0.81095 -0.17946 -0.08550  -0.186
O: 1.95716 -0.76667 0.34134  0.026

The value obtained for the frontier orbital gap is 6.377 eV. The net charge is 0. Its LUMO energy is -4.265 eV. The value obtained for the maximum force is 8.34 eV Å⁻¹. The HOMO energy is -10.6 eV. As for the spin multiplicity: 1.


Entry 11:
The following is a quantum chemistry calculation of an isolated molecule of CH4O2P2, from OMol25.

Each line ends with the Löwdin charge.
Positions of all 9 atoms, in Å:
H: -2.19332 -0.25956 -0.63270  -0.080
P: -0.90334 0.16311 -0.18340  0.749
P: 0.59230 1.70208 1.01570  0.812
O: 0.89737 2.87393 0.20905  -0.518
H: 0.24340 -1.89187 -0.64111  0.096
H: 0.22982 -1.52856 1.39918  0.117
C: 0.32994 -1.15659 0.24842  -0.718
O: 1.39584 -0.43513 0.09669  -0.417
H: -0.59203 0.53258 -1.51182  -0.040

The value obtained for the frontier orbital gap (spin up / spin down) is 8.284 / 8.283 eV. The net charge is 0. Its LUMO energy (spin up / spin down) is -0.551 / -0.551 eV. The value obtained for the maximum force is 4.18 eV Å⁻¹. The HOMO energy (spin up / spin down) is -8.8 / -8.8 eV. As for the spin multiplicity: 1.


Entry 12:
The following is a quantum chemistry calculation of a 2-piece molecular cluster, CH4O2P2 overall, from OMol25.

Each line ends with the Löwdin charge.
Positions of all 9 atoms, in Å:
O: 2.12446 -0.71020 2.09150  -0.419
O: 2.82231 1.59610 2.89187  -0.378
H: -0.46429 0.29284 -0.94486  0.019
P: -0.23762 -1.63220 0.26609  0.794
H: 0.94755 -1.33827 -0.36761  -0.165
C: -0.54996 0.16594 0.11672  -0.504
H: 0.27835 0.80837 0.31653  -0.075
H: -1.43040 0.45458 0.71014  0.033
P: 2.22863 0.75928 1.85804  0.695

The value obtained for the frontier orbital gap (spin up / spin down) is 9.459 / 4.604 eV. The net charge is 0. Its LUMO energy (spin up / spin down) is -1.281 / -3.713 eV. The value obtained for the maximum force is 1.65 eV Å⁻¹. The HOMO energy (spin up / spin down) is -10.7 / -8.3 eV. As for the spin multiplicity: 1.


What did the seventh record say?
The following is a quantum chemistry calculation of CH4NOPS as an isolated structure, from OMol25.

Each line ends with the Löwdin charge.
Positions of all 9 atoms, in Å:
P: -0.14443 -0.68100 0.73691  0.888
H: 0.87131 0.25173 2.64450  0.052
N: -0.00773 0.30141 2.00448  -0.979
H: 0.61231 0.81831 -2.67112  0.061
S: -1.20016 1.05379 2.93456  0.316
H: -1.39565 -0.27112 0.73012  -0.130
H: 1.01483 -1.07839 -2.64496  0.108
O: -0.29378 -0.26347 -1.42217  -0.262
C: 0.54330 -0.13126 -2.31233  -0.054

The value obtained for the frontier orbital gap (spin up / spin down) is 6.393 / 6.029 eV. The net charge is 0. Its LUMO energy (spin up / spin down) is -1.004 / -1.089 eV. The value obtained for the maximum force is 4.65 eV Å⁻¹. The HOMO energy (spin up / spin down) is -7.4 / -7.1 eV. As for the spin multiplicity: 1.


What is the net charge in the seventh record?
0


Among the records above, which one has the highest net charge?
CH4NS3